Density functional theory data (the ωB97M-V functional and the def2-TZVPD basis) for a cluster of 3 separate species, CH7NO4 in total.

As for the largest force on an atom: 0.0174 hartree/bohr. As for the LUMO energy: 0.33 eV.

Geometry as XYZ:
```
13
Properties=species:S:1:pos:R:3:mulliken_charge:R:1
N -1.7850 0.6298 1.0852 -0.415
C -0.5485 0.2237 1.5163 0.697
O 0.5083 0.7762 0.8885 -0.420
O -0.3723 -0.5731 2.4001 -0.568
H -2.5328 0.0017 1.3347 0.236
H -1.8534 1.2504 0.3008 0.197
H 0.2997 1.4989 0.2806 0.278
H 0.9180 0.1189 -2.1088 0.342
H -0.6161 0.1990 -2.5424 0.307
O 0.1207 0.6605 -2.1412 -0.640
H 2.5801 -1.3412 0.0498 0.328
H 1.1938 -1.7655 -0.3534 0.310
O 2.0874 -1.6794 -0.7100 -0.651
```



Density functional theory data (the ωB97M-V functional and the def2-TZVPD basis) for a cluster of 2 separate species, C4H11ClN2 in total.

As for the largest force on an atom: 0.0537 hartree/bohr. As for the LUMO energy: 0.80 eV.

Geometry as XYZ:
```
18
Properties=species:S:1:pos:R:3:mulliken_charge:R:1
C 0.5280 0.9607 1.1182 -1.309
C 0.7732 -1.5854 0.9905 -1.504
C 0.9838 -0.1376 -1.1092 -1.369
C 0.3261 -0.3319 0.2251 1.559
N -1.9591 0.0888 0.5569 -0.630
N -1.1206 -0.5830 -0.0347 -0.067
Cl -2.5753 1.4732 -2.5385 -0.239
H 1.4638 1.4340 0.8278 0.354
H -0.2750 1.7285 0.7907 0.304
H 0.5261 0.9774 2.2134 0.375
H 0.3371 -2.6783 0.8452 0.296
H 0.5126 -1.3094 1.9963 0.393
H 1.8306 -1.6583 0.9670 0.350
H 0.6082 -1.0518 -1.5676 0.424
H 0.5385 0.7584 -1.6663 0.219
H 2.1124 -0.1495 -1.0423 0.348
H -1.7700 2.3957 -2.8819 0.231
H -2.8404 -0.3314 0.3095 0.265
```



What is the formula in the second record?
C4H11ClN2